Formula: C23H70N2O17
Source: OMol25
Level of theory: ωB97M-V/def2-TZVPD

Calculated values
- relative energy (zero: lowest compared OMol25 entry of this formula, charge and spin) (eV) = 0.000
- total energy (Ha) = -2306.6947
- max |F| (eV/Å) = 4.64
- structure (SMILES) = COC[C@H](C)N.COC[C@H](C)N.OCCO.OCCO.OCCO.OCCO.OCCO.OCCO.CO.CO.CO
- LUMO level (eV) = 0.4

```
112
Properties=species:S:1:pos:R:3:forces:R:3:lowdin_charge:R:1
O -0.036745 3.094890 3.028257 1.167 -0.605 1.645 -0.08
O -1.677455 1.873870 0.730397 0.411 2.067 1.238 -0.06
O 1.711825 -2.966290 6.188267 0.813 0.273 -1.035 -0.18
O 0.121195 3.637060 -0.851653 -0.018 1.394 -0.038 -0.08
O 0.367365 -0.031400 1.340737 0.041 -0.444 0.046 -0.08
O -2.003865 -1.705060 -5.406123 -1.161 -3.227 3.125 -0.18
O 4.056805 -1.719170 -1.800823 -1.004 -0.357 -0.054 -0.07
O 3.300575 -3.480960 0.585657 -0.236 0.675 -0.012 -0.08
O -1.976715 -3.131320 2.987327 -1.249 -0.411 -0.419 -0.08
O 1.028785 6.179420 -2.242803 0.236 -0.512 -0.366 -0.06
O 2.871105 3.714600 -0.826693 1.300 0.633 1.030 -0.07
O -3.250425 1.642430 -3.785613 -1.344 0.957 0.402 -0.15
O -0.042425 1.412120 -3.461543 0.159 -1.286 0.564 -0.13
O 1.993625 2.180590 1.259917 -0.090 -0.783 1.468 -0.10
O -1.021545 -4.873880 -0.132123 -0.618 0.306 -0.137 -0.11
O -4.178545 1.470420 2.221087 -0.573 0.262 -1.106 -0.14
O 1.966365 3.736670 -3.545323 0.870 -0.286 -0.361 -0.07
N -1.424655 -4.782350 -3.174973 0.015 -0.088 -1.458 0.04
N 0.521535 -2.197180 3.597147 1.273 -1.211 -0.170 0.05
C -0.295115 5.748590 -1.977933 -0.880 -0.443 0.356 -0.22
C -0.752275 -0.530790 4.686847 0.997 -0.070 0.885 -0.06
C -1.041535 -4.661340 1.288467 0.352 -0.634 -0.140 -0.21
C -3.759385 0.950690 3.464767 0.146 0.325 -0.353 -0.13
C 3.086945 -1.377680 -0.784853 0.455 -0.637 0.990 -0.21
C -1.402185 -1.248020 -6.522163 1.244 0.425 -0.911 -0.18
C -1.949795 -3.451600 1.624517 0.686 -0.827 -0.419 -0.25
C 2.279425 2.931320 2.462287 -0.627 -0.472 -0.481 -0.19
C -1.603735 0.623330 0.178727 -0.565 -0.886 -1.535 -0.25
C -0.183865 0.169380 0.052647 -0.341 -0.568 0.173 -0.22
C 2.395715 -2.600090 -0.126713 0.935 -1.204 -0.652 -0.21
C -1.454685 -2.466210 -2.514183 -0.864 0.970 -0.514 -0.06
C 0.482805 -2.326300 6.112657 -0.371 1.108 -2.180 -0.18
C 0.521605 -1.428660 4.795587 -2.532 0.484 1.444 -0.39
C 1.866665 -3.849300 7.234887 -0.408 0.343 1.641 -0.12
C -0.402515 4.970600 -0.652913 0.222 0.086 -0.812 -0.18
C -1.417305 -3.035010 -4.986653 0.579 1.628 -0.436 -0.14
C -3.578695 2.672060 -2.773953 1.306 -2.241 -0.765 -0.10
C 1.260905 2.665850 3.578577 -0.278 1.490 -1.918 -0.18
C 0.900905 0.610750 -4.204213 -0.600 1.210 -0.766 -0.12
C -1.879065 -3.452390 -3.611553 -0.311 0.436 0.712 -0.42
C 3.343615 2.835680 -1.798583 -0.176 -0.090 -2.036 -0.23
C 3.334615 3.445860 -3.204573 -0.617 -0.497 0.114 -0.20
H 2.311895 2.717540 0.530537 0.302 0.260 -0.641 0.03
H -2.530485 1.891450 1.170447 -0.431 0.548 0.359 0.06
H 1.594485 -2.413860 0.588437 0.190 0.808 -0.068 0.10
H 0.948675 -4.394640 7.453937 -0.039 -0.731 -0.525 0.09
H 1.961095 -3.271200 8.154117 0.484 0.149 0.409 0.08
H 0.287455 2.312730 -3.420803 0.403 0.207 -0.050 0.04
H -1.344235 -5.580290 1.790467 -0.566 0.017 0.149 0.11
H -1.400545 4.866380 -0.227273 -0.207 0.319 -0.366 0.13
H -0.991005 6.585390 -2.037913 -0.038 0.168 0.376 0.12
H 0.716615 -1.577880 2.823507 -0.181 0.232 -0.414 0.06
H -1.718165 -1.035540 4.706667 0.259 -0.489 0.199 0.07
H -1.547485 -1.940730 -7.351103 0.106 0.093 -0.463 0.09
H -0.381965 -2.277290 -2.473243 0.287 -0.589 -0.074 0.07
H -0.340085 -2.871230 -4.957143 0.416 0.057 -0.100 0.11
H 2.635215 2.010080 -1.866883 0.204 -0.531 0.034 0.11
H -1.106645 -2.834130 3.263467 1.108 0.230 0.158 0.00
H -4.394725 3.303150 -3.125993 0.501 0.095 -0.233 0.08
H 0.755175 0.947620 -5.230553 0.390 -0.406 -0.367 0.08
H 4.363495 2.472680 -1.671373 -0.063 0.112 0.971 0.13
H -0.439635 -5.610320 -0.333683 0.042 -0.051 0.143 0.09
H -2.597885 3.108280 -2.584673 -0.447 1.004 0.280 0.06
H 3.617725 -0.848210 0.006367 -0.254 0.361 0.051 0.12
H 1.356095 -2.756550 3.700647 0.177 -0.765 -0.531 0.10
H -0.417795 -4.774560 -3.254183 0.311 -0.222 0.117 0.06
H -4.650655 0.891560 4.089447 0.437 -0.132 0.571 0.09
H 1.098935 0.582260 1.439857 0.399 0.500 -0.048 0.04
H -2.277705 -0.021030 0.743237 0.417 -0.663 0.065 0.13
H 1.342535 1.669730 4.013527 -0.561 -0.291 -0.333 0.10
H -0.260125 2.490510 2.316627 -0.148 -0.368 -0.328 0.03
H -0.180125 -0.764150 -0.510043 0.031 -0.255 -0.005 0.10
H 1.946295 0.786870 -3.950753 -0.011 0.053 0.370 0.07
H 1.385405 -0.765810 4.846337 0.238 0.056 0.340 0.13
H -2.972725 -3.663640 1.313467 -0.004 -0.188 -0.011 0.12
H 0.011915 -4.578380 1.555757 0.022 0.851 0.589 0.11
H 2.294095 -0.768560 -1.218953 0.185 0.202 -0.151 0.10
H -1.809285 -2.821100 -1.546503 0.129 0.075 0.003 0.06
H -0.345935 -1.179970 -6.261773 0.588 0.246 -0.768 0.07
H -0.728425 -0.002180 3.733907 0.169 0.327 0.158 0.06
H 1.930075 -3.192050 -0.914673 -0.142 0.006 -0.299 0.11
H -0.270265 3.127130 -0.138673 -0.103 -0.652 0.273 0.05
H -5.027325 1.059440 2.041457 0.003 0.123 -0.476 0.09
H -0.601315 5.085460 -2.787003 0.296 -0.069 -0.141 0.12
H 1.965345 3.963920 -1.024263 -0.647 -0.234 -0.158 0.04
H 4.014505 4.282330 -3.366303 -0.253 0.517 0.477 0.12
H -3.901815 2.167350 -1.863483 -0.146 0.075 0.180 0.06
H 3.820945 -3.988220 -0.041643 -0.010 0.122 -0.197 0.07
H -2.954295 -3.501170 -3.783583 -0.335 0.121 0.834 0.14
H -0.675925 0.126680 5.552877 -0.452 0.563 -0.225 0.08
H -3.304605 -0.021750 3.275977 0.113 -0.094 0.567 0.07
H -2.441515 1.196070 -3.524793 0.304 0.123 0.120 0.02
H -1.632255 -4.885610 -2.191953 -0.080 0.064 0.090 0.03
H 1.564155 3.361300 4.361197 -0.470 0.110 0.158 0.12
H 4.963395 -1.573120 -1.520893 -0.244 0.073 0.396 0.08
H -1.767975 -0.249440 -6.761193 -0.139 -0.091 -0.043 0.10
H -1.586475 -3.822700 -5.720833 -0.417 0.129 -0.223 0.12
H -1.593985 -2.656380 0.969437 0.087 0.535 0.102 0.10
H -0.306225 -3.075560 6.048387 -0.338 -0.062 -0.191 0.13
H 3.276385 2.710090 2.843377 0.261 0.153 -0.194 0.12
H 2.756295 -4.469520 7.125417 -0.284 -0.028 -0.285 0.09
H 3.737955 2.704850 -3.894733 -0.448 -0.311 -0.135 0.11
H 2.145395 3.955690 2.114727 0.413 0.335 0.724 0.12
H -3.037825 1.702440 3.784647 0.075 -0.464 0.703 0.09
H 1.346635 6.809280 -1.591763 -0.176 0.029 0.184 0.10
H 0.381575 0.876300 -0.554513 0.108 0.260 0.139 0.11
H 0.694435 -0.458860 -4.166703 -0.349 0.183 0.441 0.06
H -2.025435 0.714360 -0.822263 -0.023 -0.490 -0.484 0.11
H 1.704005 4.457750 -2.968433 -0.143 0.592 -0.050 0.03
H 0.223615 -1.650260 6.927447 0.417 0.022 0.510 0.12
H -1.851995 -1.467800 -2.696973 -0.355 0.103 0.024 0.07
H 0.183235 5.575800 0.038987 0.283 -0.322 0.548 0.12
```
Forces are in eV/Å.